Entry 1:
20
Properties=species:S:1:pos:R:3 method="wB97M-V/def2-TZVPD" charge=0 e_above_lowest_ev=1.002 lumo_ev=1.042 homo_ev=-8.6941 orbital_gap_ev=9.7362
C -1.522 -2.343 0.172
C -0.418 -1.369 -0.147
C -0.129 -0.308 0.595
C -0.945 0.200 1.744
C 1.154 0.464 0.217
C 0.901 1.330 -1.002
N 2.057 1.931 -1.663
H -2.304 -1.931 0.810
H -2.030 -2.626 -0.753
H -1.074 -3.208 0.668
H -0.009 -1.636 -1.112
H -1.844 0.662 1.311
H -1.311 -0.611 2.367
H -0.481 1.030 2.267
H 1.545 1.037 1.049
H 1.919 -0.271 -0.041
H 0.409 0.708 -1.774
H -0.012 1.957 -0.918
H 2.327 2.781 -1.195
H 1.767 2.201 -2.595

Entry 2:
79
Properties=species:S:1:pos:R:3 method="wB97M-V/def2-TZVPD" charge=-1 e_above_lowest_ev=1.173 lumo_ev="1.362 / 1.360" homo_ev="-2.7178 / -2.7178" orbital_gap_ev="4.0800 / 4.0781"
Tl -0.106 0.151 0.795
N -0.735 -1.524 3.723
N -2.257 1.970 1.554
C -0.652 -1.860 -1.945
C -1.687 -1.993 -0.970
C -1.200 -2.847 0.065
C -1.947 -3.255 1.273
H -3.030 -3.209 1.098
H -1.710 -2.612 2.138
H -1.691 -4.282 1.568
C 0.149 -3.182 -0.238
C 1.069 -4.004 0.580
H 1.260 -4.978 0.091
H 0.653 -4.199 1.578
H 2.047 -3.505 0.710
C 0.475 -2.599 -1.489
C 1.756 -2.811 -2.205
H 2.621 -2.681 -1.539
H 1.869 -2.121 -3.048
H 1.806 -3.839 -2.604
C -3.025 -1.353 -1.001
H -3.767 -1.979 -1.531
H -3.000 -0.381 -1.514
H -3.414 -1.183 0.015
C -0.757 -1.114 -3.222
H 0.234 -0.805 -3.587
H -1.366 -0.207 -3.101
H -1.229 -1.732 -4.008
C 0.208 -1.807 4.581
H 0.229 -2.852 4.963
C 1.150 -0.833 5.005
H 1.974 -1.185 5.627
C 0.999 0.519 4.591
H 1.769 1.268 4.922
C -0.150 0.867 3.837
H -0.434 1.902 3.569
C -1.202 -0.189 3.603
C -2.603 0.078 3.505
H -2.900 -0.660 2.418
C -1.528 2.098 0.531
C -3.408 2.724 1.275
H -4.189 2.690 1.992
C -3.275 3.431 0.047
H -3.949 4.112 -0.436
N -2.025 2.990 -0.469
C -1.632 2.824 -1.820
C -2.636 2.608 -2.802
C -2.239 2.608 -4.139
H -3.013 2.541 -4.905
C -0.903 2.741 -4.501
C -0.541 2.959 -5.927
H 0.403 2.464 -6.185
H -0.411 4.031 -6.142
H -1.333 2.590 -6.591
C 0.084 2.749 -3.517
H 1.131 2.815 -3.800
C -0.244 2.757 -2.168
C 0.870 2.819 -1.155
H 0.485 2.740 -0.124
H 1.414 3.776 -1.266
H 1.618 2.025 -1.337
C -4.063 2.348 -2.424
H -4.561 3.232 -2.012
H -4.196 1.497 -1.738
H -4.596 2.098 -3.342
N 3.085 1.164 1.473
C 3.899 0.130 1.906
C 3.267 -1.014 2.467
C 4.003 -1.984 3.156
C 5.399 -1.887 3.204
C 6.043 -0.822 2.535
C 5.307 0.157 1.850
H 2.301 1.444 2.041
H 3.451 1.916 0.875
H 2.182 -1.093 2.381
H 3.477 -2.808 3.655
H 5.971 -2.647 3.750
H 7.134 -0.761 2.555
H 5.807 0.968 1.300

Entry 3:
17
Properties=species:S:1:pos:R:3 method="wB97M-V/def2-TZVPD" charge=0 e_above_lowest_ev=4.129 lumo_ev=0.478 homo_ev=-8.7443 orbital_gap_ev=9.2227
C 2.851 0.276 -0.421
C -1.028 1.933 -0.019
C -0.030 -2.019 -0.603
C -0.602 0.544 -0.477
N 2.799 0.143 0.761
O 3.168 0.219 -1.542
O 0.619 -0.833 1.853
S -0.661 -0.690 0.544
H -1.784 2.295 -0.517
H -0.184 2.533 -0.192
H -1.326 1.961 1.005
H -0.460 -1.887 -1.556
H -0.494 -2.987 -0.442
H 1.117 -2.098 -0.478
H 0.140 0.651 -1.317
H 0.710 -1.706 2.016
H 2.102 -0.292 1.315

Entry 4:
19
Properties=species:S:1:pos:R:3 method="wB97M-V/def2-TZVPD" charge=-1 e_above_lowest_ev=0.000 lumo_ev=3.479 homo_ev=-5.3859 orbital_gap_ev=8.8651
C 1.560 -0.015 -0.702
C -1.438 -2.403 -0.517
C -1.021 2.426 1.352
C -0.515 -1.257 -0.056
C 0.292 -0.715 -1.206
N 3.063 0.792 0.540
N 1.936 0.081 0.591
N 2.478 0.581 -1.493
N 3.400 1.089 -0.661
O -0.018 -0.755 -2.364
H -2.195 -2.573 0.159
H -0.736 -3.174 -0.684
H -1.825 -2.016 -1.506
H -1.603 3.158 1.755
H -1.405 1.523 1.681
H -0.060 2.735 1.751
H -1.064 -0.403 0.389
H 0.214 -1.473 0.690
H -1.063 2.399 0.279

Entry 5:
30
Properties=species:S:1:pos:R:3 method="wB97M-V/def2-TZVPD" charge=0 e_above_lowest_ev=4.566 lumo_ev="0.329 / 0.329" homo_ev="-7.6904 / -7.6898" orbital_gap_ev="8.0195 / 8.0188"
C 1.550 -0.964 -0.263
C 1.079 -0.917 -1.769
C -0.893 0.534 -0.915
C -0.021 1.765 -1.023
C -0.286 -0.833 -1.229
C 0.201 -1.489 0.163
C 1.238 1.724 -0.207
C -0.477 -0.995 1.454
C 0.091 -2.952 0.223
C 2.057 2.974 0.046
N 2.688 -1.506 0.317
N 3.432 -0.601 0.888
N 2.909 0.576 0.883
N 1.786 0.634 0.143
H 1.486 -0.020 -2.288
H 1.498 -1.690 -2.296
H -1.189 0.555 0.041
H -1.716 0.671 -1.544
H 0.222 1.913 -2.016
H -0.536 2.633 -0.737
H -1.091 -1.372 -1.859
H -1.501 -0.621 1.369
H 0.091 -0.289 2.082
H -0.442 -1.891 2.149
H 0.745 -3.527 -0.411
H -0.936 -3.387 0.070
H 0.512 -3.183 1.213
H 2.932 3.162 -0.664
H 2.578 2.906 0.946
H 1.444 3.858 -0.010

Entry 6:
29
Properties=species:S:1:pos:R:3 method="wB97M-V/def2-TZVPD" charge=+2 e_above_lowest_ev=0.852 lumo_ev=-6.287 homo_ev=-15.4573 orbital_gap_ev=9.1698
C -2.572 -1.034 -1.572
C -1.336 -0.284 -1.085
C -1.424 0.075 0.430
C -0.114 0.283 1.139
C -0.040 1.394 1.945
N 0.760 1.588 3.000
N 1.051 -0.582 0.925
N -1.178 1.058 -1.845
H -3.259 -1.306 -0.779
H -2.253 -2.008 -1.950
H -3.047 -0.551 -2.425
H -0.404 -0.753 -1.285
H -2.023 -0.707 0.896
H -2.115 0.914 0.554
H -0.639 2.242 1.653
H 1.397 0.904 3.344
H 0.651 2.374 3.613
H 1.750 -0.380 1.635
H 0.833 -1.582 1.013
H 1.445 -0.459 -0.006
H -1.543 1.798 -1.259
H -1.721 1.039 -2.707
H -0.169 1.172 -2.042
H 1.761 0.493 -3.253
H 2.293 1.664 -2.440
O 1.546 1.057 -2.501
H 3.155 -2.960 0.247
H 2.279 -3.772 1.156
O 2.288 -2.936 0.672

Entry 7:
13
Properties=species:S:1:pos:R:3 method="wB97M-V/def2-TZVPD" charge=0 e_above_lowest_ev=3.292 lumo_ev=0.326 homo_ev=-8.9798 orbital_gap_ev=9.3062
C 0.010 2.147 -0.105
C 1.441 -1.204 -0.403
C -1.500 -0.151 0.861
C 0.055 0.740 -0.372
N -0.170 3.257 0.134
O 1.223 0.172 -0.065
Br -2.557 -1.266 -0.304
H 1.097 -1.745 0.451
H 2.541 -1.064 -0.595
H 0.912 -1.421 -1.250
H -1.895 0.755 1.362
H -0.868 -0.552 1.689
H -0.289 0.333 -1.402

Entry 8:
19
Properties=species:S:1:pos:R:3 method="wB97M-V/def2-TZVPD" charge=0 e_above_lowest_ev=3.054 lumo_ev=1.134 homo_ev=-9.0736 smiles="CC1=CC1.C=CC" orbital_gap_ev=10.2079
C 0.586 1.822 0.006
C -0.532 1.374 0.864
C -1.005 0.874 1.959
C -2.029 1.249 0.929
H 0.466 2.879 -0.255
H 1.550 1.690 0.507
H 0.593 1.248 -0.928
H -0.851 0.475 2.951
H -2.539 0.470 0.351
H -2.643 2.145 1.069
C -0.488 -1.386 -1.501
C 0.799 -1.692 -1.361
C 1.548 -1.664 -0.061
H -0.984 -1.427 -2.468
H -1.094 -1.086 -0.648
H 1.370 -1.992 -2.241
H 1.893 -2.669 0.215
H 0.919 -1.278 0.748
H 2.441 -1.030 -0.134

Entry 9:
40
Properties=species:S:1:pos:R:3 method="wB97M-V/def2-TZVPD" charge=0 e_above_lowest_ev=2.438 lumo_ev=-0.191 homo_ev=-7.6375 smiles="Nc1ccccc1Nc1ccc2c(c1)SCc1ccccc1C2=O" orbital_gap_ev=7.4461
N 2.718 -1.877 3.437
C 1.983 -0.781 3.868
C 1.506 -0.897 5.208
C 0.989 0.288 5.695
C 0.785 1.417 4.980
C 1.273 1.581 3.712
C 1.779 0.388 3.114
N 2.122 0.248 1.787
C 1.421 0.697 0.702
C 2.230 0.688 -0.533
C 1.523 0.898 -1.757
C 0.150 0.989 -1.780
C -0.565 1.004 -0.588
C 0.106 0.813 0.628
S -2.264 1.297 -0.643
C -2.394 -0.449 -1.176
C -2.399 -0.577 -2.788
C -3.191 -1.521 -3.458
C -3.184 -1.663 -4.870
C -2.489 -0.731 -5.659
C -1.484 0.154 -4.986
C -1.473 0.250 -3.576
C -0.563 1.307 -3.035
O 0.016 2.137 -3.800
H 2.416 -2.767 3.906
H 2.833 -1.886 2.381
H 1.770 -1.747 5.803
H 0.832 0.225 6.813
H 0.386 2.303 5.533
H 1.306 2.492 3.157
H 3.020 -0.086 1.507
H 3.277 0.426 -0.546
H 2.165 0.900 -2.543
H -0.428 0.672 1.556
H -1.576 -1.014 -0.705
H -3.313 -0.835 -0.725
H -3.810 -2.143 -2.833
H -3.852 -2.248 -5.417
H -2.618 -0.731 -6.700
H -1.002 0.781 -5.668

Number 1: molecular weight 99.18 g mol⁻¹, energy -7921.831 eV. Number 2: molecular weight 709.11 g mol⁻¹, energy -46554.753 eV. Number 3: molecular weight 135.19 g mol⁻¹, energy -20710.904 eV. Number 4: molecular weight 141.15 g mol⁻¹, energy -13338.802 eV. Number 5: molecular weight 192.27 g mol⁻¹, energy -16584.804 eV. Number 6: molecular weight 153.23 g mol⁻¹, energy -14042.637 eV. Number 7: molecular weight 164.00 g mol⁻¹, energy -77821.532 eV. Number 8: molecular weight 96.17 g mol⁻¹, energy -7450.377 eV. Number 9: molecular weight 332.43 g mol⁻¹, energy -36860.057 eV.